[1]
ORCA calculation (ωB97M-V/def2-TZVPD) on a cluster of 3 separate species, CH9N2O2 in total in a non-equilibrium geometry.

Geometry as XYZ:
```
14
Properties=species:S:1:pos:R:3:forces:R:3
N -0.710174 -0.226689 1.745635 0.3 0.0 0.5
C -1.444195 -0.546618 0.717604 -1.1 0.3 -1.7
N -1.191453 -0.128763 -0.507757 1.5 -0.3 1.5
H 0.079365 0.392286 1.629395 0.1 -0.2 -0.3
H -0.661534 -0.758382 2.602789 -0.7 0.0 0.0
H -2.381239 -1.081734 0.736773 0.0 -0.4 1.1
H -1.738059 -0.456612 -1.285344 -0.1 0.1 0.0
H -0.192118 0.067853 -0.618169 -0.4 0.5 -0.9
H 1.376153 1.198045 -2.558889 0.1 -0.3 -0.5
H 1.299504 2.315997 -1.575503 -0.1 0.3 0.1
O 0.891139 1.470788 -1.781566 0.2 0.0 0.4
H 2.165821 -1.522009 0.423234 0.6 0.2 -0.1
H 2.121110 0.012568 -0.079742 0.6 -0.5 0.0
O 1.625444 -0.762615 0.204667 -1.0 0.4 0.0
```
Positions in Å, forces in eV/Å.

As for the multiplicity: 1. The value obtained for the total energy is -8252.3094 eV. The LUMO energy comes out at -3.3 eV. The relative energy (zero: lowest compared OMol25 entry of this formula, charge and spin) comes out at 73.0 kJ/mol. Its HOMO-LUMO gap is 12.087 eV. The net charge is +1.

Now the natural (NBO) charges, all in e: -0.70, 0.41, -0.71, 0.43, 0.44, 0.22, 0.43, 0.45, 0.49, 0.49, -0.97, 0.51, 0.50, -1.00

=====

[2]
ORCA calculation (ωB97M-V/def2-TZVPD) on a cluster of 11 separate species, C5H35N2O11 in total in a non-equilibrium geometry.

Geometry as XYZ:
```
53
Properties=species:S:1:pos:R:3:forces:R:3
C -1.729932 -2.118010 1.660354 -0.6 -0.6 0.0
O -0.577816 -2.687237 2.211376 1.9 -0.5 1.3
C -1.345394 -1.144619 0.564402 -1.6 0.4 -2.6
C -2.606788 -0.314936 -0.083048 1.0 1.1 0.3
C -2.489582 0.065831 -1.709111 -1.6 -2.3 2.1
C -0.814906 0.778137 -3.410525 0.6 -1.6 -1.3
N -1.171687 -0.101427 -2.257962 3.0 2.0 1.6
N -0.395785 -0.088086 1.129277 1.2 -0.3 -10.4
H -2.360911 -2.986347 1.256577 0.3 1.7 0.4
H -2.180232 -1.553633 2.560510 0.1 -1.1 -1.6
H 0.139020 -3.112221 1.688286 -1.4 0.5 -0.2
H -0.817007 -1.703395 -0.276834 -0.5 0.8 1.2
H -3.630452 -0.770399 0.105354 1.6 0.3 -0.2
H -2.548009 0.649724 0.533995 -0.7 -1.2 -1.1
H -3.153740 -0.754911 -2.114579 0.5 1.3 0.0
H -2.937203 1.019627 -1.932923 -0.2 0.5 0.3
H 0.212243 0.411614 -3.731573 -1.5 -0.2 -0.4
H -0.485386 1.776838 -3.181276 -1.0 0.8 0.4
H -1.606018 0.735072 -4.228405 1.3 0.1 1.0
H -0.440156 0.305436 -1.540110 -1.8 -1.6 -1.4
H 0.599983 -0.420139 1.028910 -1.1 0.9 -0.1
H -0.636939 0.884652 0.713477 1.2 -1.9 0.3
H 2.302951 1.967668 3.808744 1.1 0.4 0.0
H 3.720143 -2.631204 1.797609 1.1 -1.2 1.0
H 3.768950 -1.412611 0.975010 3.8 4.1 -2.1
O 3.227966 -2.024705 1.296694 -5.0 -2.8 1.1
H -0.009336 2.780772 2.432723 0.2 0.4 -2.1
H 0.853833 3.140292 1.155633 0.1 -0.1 0.1
O -0.047232 2.939180 1.431343 0.0 -0.5 2.3
H 4.638449 1.699712 1.135521 -1.6 -1.4 -0.8
H 3.394390 0.911367 0.376901 -0.4 0.6 -1.9
O 3.968726 0.954300 1.115536 1.9 0.7 2.5
H -1.816610 3.204454 0.945017 -0.3 -0.1 -0.5
H -3.049246 3.475030 0.037963 -0.1 0.0 0.1
O -2.479895 2.775519 0.372167 0.3 0.3 0.1
H 2.273418 -2.430072 -3.512497 0.1 -0.6 -1.2
H 1.533871 -2.816594 -2.201824 0.8 0.8 -0.7
O 2.104136 -2.136015 -2.636445 -0.9 -0.6 1.5
H 0.517183 0.294800 3.895496 -2.4 -1.1 -1.3
H 2.508688 0.687268 2.835749 1.3 0.2 -0.5
O 1.949237 1.185549 3.416822 -2.1 -0.4 0.5
H 1.222125 3.225965 -1.390984 -0.4 -2.2 -0.2
H 0.057831 2.234320 -1.183497 0.1 0.2 -0.1
O 1.007794 2.229584 -1.384840 0.0 2.7 0.4
H 2.965306 -0.609286 -2.028692 0.0 -0.5 0.5
H 2.251631 0.683420 -2.356472 1.3 -1.1 2.9
O 2.714874 0.192271 -1.552650 -1.2 1.8 -2.7
H -3.030267 -3.125694 -2.704700 -0.7 -0.8 -0.1
H -2.015050 -2.176371 -2.385899 1.0 0.6 0.2
O -2.475376 -2.898660 -1.960416 0.0 -0.2 -0.2
H -0.197501 -1.016158 3.759028 1.0 -8.2 2.2
H -0.545543 0.032800 2.002759 -1.3 0.6 8.2
O -0.338762 -0.208477 3.522010 1.4 9.2 0.8
```
Positions in Å, forces in eV/Å.

As for the multiplicity: 1. The value obtained for the total energy is -31246.8075 eV. The LUMO energy comes out at -2.7 eV. The relative energy (zero: lowest compared OMol25 entry of this formula, charge and spin) comes out at 590.8 kJ/mol. Its HOMO-LUMO gap is 9.314 eV. The net charge is +1.

Now the natural (NBO) charges, all in e: -0.09, -0.77, -0.09, -0.43, -0.23, -0.43, -0.66, -0.70, 0.22, 0.21, 0.50, 0.24, 0.25, 0.23, 0.20, 0.19, 0.20, 0.19, 0.21, 0.34, 0.45, 0.46, 0.50, 0.48, 0.47, -0.95, 0.50, 0.50, -0.98, 0.50, 0.51, -1.01, 0.50, 0.49, -0.98, 0.48, 0.49, -0.96, 0.52, 0.52, -0.99, 0.49, 0.47, -0.96, 0.50, 0.49, -0.99, 0.47, 0.48, -0.94, 0.48, 0.43, -0.97

=====

[3]
ORCA calculation (ωB97M-V/def2-TZVPD) on a structure of composition C6H14N2O2 in a non-equilibrium geometry.

Geometry as XYZ:
```
24
Properties=species:S:1:pos:R:3:forces:R:3
C -1.772515 0.435876 -0.506154 -1.4 1.2 1.9
C -2.514853 -0.865362 -0.059979 -2.3 0.4 -0.7
C -0.746753 0.959235 0.552267 -3.7 -5.0 3.1
C 0.222681 -0.165702 0.916293 1.4 -2.7 0.4
C 1.438394 0.098868 -0.034924 -0.2 -0.8 -2.0
C 2.804181 -0.340561 0.343476 1.0 0.0 6.5
H -2.213833 2.250055 -1.165617 -3.1 -2.5 1.9
H -3.153109 1.751448 0.591294 0.8 -1.2 -5.1
H -1.370425 0.378466 -1.506847 0.5 -0.9 -0.1
H -0.315995 1.911005 0.372112 0.2 0.8 0.0
H -1.335393 0.771270 1.591525 0.3 2.1 -2.3
H -0.109376 -1.391773 0.742638 0.6 3.9 0.1
H 0.271381 -0.262070 2.117279 1.2 0.8 -2.7
H 1.531790 1.155426 -0.479868 -0.3 -0.9 1.4
H 1.329635 -0.392695 -1.079150 -0.8 0.0 1.6
H 3.149527 0.407418 1.132091 0.0 -0.3 -1.1
H 2.868141 -1.285459 1.295158 -0.4 1.9 -3.6
H 3.573167 0.566645 -1.244390 0.2 -3.0 0.3
H 3.199757 -1.397982 -1.227912 2.4 4.3 0.4
H -2.262227 -2.692490 -0.734104 0.9 1.8 0.9
N -2.897869 1.344700 -0.708922 1.9 5.6 2.8
N 3.723032 -0.402621 -0.741451 -1.8 -2.4 -1.9
O -3.678471 -0.996484 0.360812 3.8 0.4 -0.8
O -1.740857 -1.837209 -0.525616 -1.1 -3.4 -0.9
```
Positions in Å, forces in eV/Å.

As for the multiplicity: 1. The value obtained for the total energy is -13517.4976 eV. The LUMO energy comes out at 0.5 eV. The relative energy (zero: lowest compared OMol25 entry of this formula, charge and spin) comes out at 784.1 kJ/mol. Its HOMO-LUMO gap is 9.953 eV.

Now the natural (NBO) charges, all in e: -0.18, 0.79, -0.42, -0.44, -0.45, -0.22, 0.33, 0.33, 0.22, 0.23, 0.22, 0.25, 0.22, 0.19, 0.19, 0.18, 0.18, 0.36, 0.35, 0.51, -0.75, -0.82, -0.57, -0.70